71
Properties=species:S:1:pos:R:3:forces:R:3 method="wB97M-V/def2-TZVPD" homo_lumo_gap_ev=7.657 spin_multiplicity=1 charge=-1
Os 1.963 0.195 0.170 0.2 0.2 0.2
N -3.972 1.076 4.897 0.0 0.0 0.0
C -2.818 1.362 4.166 0.0 0.0 0.0
C -2.473 0.583 3.061 0.1 0.0 0.0
C -1.349 0.890 2.320 -0.1 0.0 -0.1
C -0.581 1.993 2.660 0.0 0.0 0.1
C -0.923 2.794 3.738 0.0 0.0 0.0
C -2.034 2.470 4.494 0.0 0.0 0.0
S 0.858 2.348 1.726 0.3 0.0 -0.1
O 1.848 1.269 2.027 -0.1 0.0 0.0
O 1.306 3.674 2.024 -0.2 -0.1 0.0
N 0.606 1.955 0.190 -0.4 0.2 -0.1
C -0.482 2.517 -0.458 0.0 -0.4 0.0
N -0.747 2.051 -1.678 0.1 0.2 -0.2
C -1.846 2.511 -2.260 0.1 0.0 0.0
C -2.684 3.432 -1.657 0.0 0.1 0.1
C -2.296 3.870 -0.402 -0.1 0.0 -0.1
N -1.203 3.431 0.204 0.1 0.0 0.0
H -4.288 0.122 4.821 0.0 0.0 0.0
H -3.955 1.392 5.853 0.0 0.0 0.0
H -3.093 -0.253 2.759 0.0 0.0 0.0
H -1.105 0.298 1.445 0.0 0.0 0.0
H -0.324 3.665 3.967 0.0 0.0 0.0
H -2.312 3.089 5.340 0.0 0.0 0.0
H -2.060 2.117 -3.249 0.0 0.0 0.0
H -3.584 3.789 -2.136 0.0 0.0 0.0
H -2.883 4.601 0.146 0.0 0.0 0.0
C 4.711 1.360 -2.196 0.0 -0.1 -0.1
Si 2.884 1.551 -1.705 0.2 0.0 0.0
C 2.010 1.271 -3.349 -0.1 0.0 0.1
C 2.812 3.394 -1.322 0.0 0.0 0.2
H 4.833 2.016 -3.064 0.0 0.0 0.0
H 4.991 0.351 -2.505 0.0 0.0 0.1
H 5.420 1.687 -1.433 -0.1 0.0 0.0
H 2.326 0.351 -3.840 0.0 0.0 0.0
H 2.299 2.112 -3.989 0.0 0.0 0.0
H 0.928 1.267 -3.241 0.0 0.0 0.0
H 3.294 3.914 -2.156 0.0 0.0 0.0
H 3.387 3.604 -0.415 0.0 0.0 0.0
H 1.817 3.814 -1.182 0.0 -0.1 -0.1
N -2.693 -6.542 0.808 0.0 0.0 0.0
C -2.534 -5.235 0.333 0.0 0.0 0.0
C -2.883 -4.907 -0.975 0.0 0.0 0.0
C -2.738 -3.607 -1.435 0.0 0.0 0.0
C -2.258 -2.624 -0.587 0.0 0.0 0.0
C -1.920 -2.939 0.724 0.0 0.0 -0.1
C -2.057 -4.233 1.181 0.0 0.0 0.0
S -1.979 -0.973 -1.163 0.1 0.0 0.3
O -2.313 -0.965 -2.570 0.0 0.0 -0.1
O -2.697 -0.078 -0.290 0.0 -0.1 0.0
N -0.412 -0.749 -0.894 -0.4 -0.3 -0.3
C 0.460 -1.285 -1.756 0.0 0.2 0.3
S 0.253 -2.295 -3.155 -0.1 0.0 0.0
C 1.970 -2.468 -3.278 0.1 0.0 -0.1
C 2.589 -1.745 -2.327 0.0 0.1 -0.1
N 1.741 -1.056 -1.499 0.0 0.0 0.2
H -2.653 -7.247 0.089 0.0 0.0 0.0
H -2.082 -6.773 1.576 0.0 0.0 0.0
H -3.254 -5.679 -1.639 0.0 0.0 0.0
H -2.984 -3.348 -2.456 0.0 0.0 0.0
H -1.513 -2.175 1.372 0.0 0.0 0.0
H -1.767 -4.480 2.196 0.0 0.0 0.0
H 2.418 -3.069 -4.050 0.0 0.0 0.0
H 3.653 -1.657 -2.166 0.0 0.0 0.0
Cl 2.900 -3.613 0.272 0.0 0.1 0.0
Si 2.728 -1.777 1.261 -0.2 0.0 -0.2
Cl 4.305 -1.875 2.626 -0.1 0.1 -0.1
Cl 1.067 -2.088 2.537 0.0 0.1 0.0
F 4.475 1.475 1.123 0.0 0.0 0.0
B 3.957 0.449 0.417 0.2 -0.1 0.0
F 4.941 -0.376 -0.044 0.0 0.0 0.0



12
Properties=species:S:1:pos:R:3:forces:R:3 method="wB97M-V/def2-TZVPD" homo_lumo_gap_ev=10.847 spin_multiplicity=1 smiles=O.O.O.O
O -2.171 1.039 -2.574 0.1 0.2 0.2
H -2.087 1.845 -3.093 0.0 -0.1 0.0
H -1.781 1.252 -1.708 0.0 -0.2 -0.2
O -0.153 -1.945 0.933 0.3 0.2 0.0
H 0.709 -1.498 0.981 -0.1 -0.2 0.2
H -0.027 -2.792 1.375 -0.1 0.1 -0.1
O -0.757 1.088 -0.023 0.1 0.1 0.1
H -0.379 0.243 0.254 -0.3 0.0 0.0
H -0.909 1.569 0.797 0.0 -0.1 -0.1
O 2.174 -0.147 1.161 0.1 -0.2 -0.2
H 2.920 -0.499 1.662 -0.1 0.1 -0.1
H 2.461 -0.156 0.237 0.0 0.1 0.2



13
Properties=species:S:1:pos:R:3:forces:R:3 method="wB97M-V/def2-TZVPD" homo_lumo_gap_ev=8.492 spin_multiplicity=1 smiles="C[C@H](C=S)CF"
C -0.756 -0.881 -0.896 0.3 -1.0 -0.2
C -0.005 0.259 -0.366 3.3 0.2 0.9
C 1.498 0.021 0.092 -0.7 -1.8 -2.6
S 2.709 1.037 0.213 0.2 0.7 0.3
C -0.435 0.664 0.951 -2.2 1.9 0.4
F -1.815 1.003 0.870 0.6 0.7 0.4
H -0.071 -1.489 -1.483 -0.5 -0.3 -0.3
H -1.096 -1.399 -0.025 -0.4 -1.1 0.2
H -1.632 -0.553 -1.440 0.0 -0.1 -0.3
H -0.001 1.041 -1.075 0.1 1.4 -0.5
H 1.745 -1.044 0.127 -0.2 -0.1 0.5
H 0.266 1.392 1.325 -0.8 1.5 0.2
H -0.408 -0.051 1.708 0.1 -2.0 0.9



Going through the records in order, we get ΔE to the lowest compared entry with this formula, charge and spin values of 0.00, 16.46, 44.00 kcal/mol.